No. 1
101
Properties=species:S:1:pos:R:3:forces:R:3 method="wB97M-V/def2-TZVPD" e_lumo_ev="-4.41 / -8.24" total_charge=+2 multiplicity=6 s2=8.814 de_lowest_kcal_mol=6.1
H -0.602565 1.011861 -4.946312 -0.03 -0.07 0.08
C 0.861812 -5.347490 1.610354 0.09 -0.10 0.11
Cl -6.271693 1.948970 -4.129258 0.12 -0.01 0.03
H 0.235738 2.507120 -2.763020 -0.07 -0.07 -0.14
C 0.584306 -2.367409 -3.846104 0.03 0.30 0.13
H 0.768692 5.938915 -0.418287 0.05 0.09 -0.06
H 0.053587 -0.355948 -5.881228 0.03 -0.11 0.03
C 4.691191 -0.316089 -2.255263 0.10 0.02 0.08
C 2.685888 3.686988 2.740917 0.00 0.07 0.07
H 2.106960 4.392885 3.317688 -0.07 0.08 0.02
C 1.361128 3.571936 -1.585648 0.25 0.36 0.18
H -5.185543 -3.850988 0.304177 -0.10 -0.06 0.04
C -1.007249 -1.266956 1.775906 -0.84 -0.44 -0.55
C -4.485750 -3.307475 -0.310916 -0.05 -0.11 0.10
H 0.335830 -6.355756 -1.562198 -0.01 -0.05 -0.12
C 0.370385 -5.703601 -0.704080 0.03 -0.01 -0.03
C -5.435269 1.115765 -1.704070 0.31 -0.25 0.77
H -0.790683 2.021797 6.907392 -0.02 0.09 0.15
H 5.686974 -2.111133 -2.867749 0.08 -0.05 -0.05
H 0.992308 2.488793 2.230833 -0.11 0.10 -0.04
C -3.090451 0.846085 -1.081277 0.16 0.17 -0.20
O -2.191797 0.532737 -0.238569 0.28 0.16 0.04
C -1.651155 0.847235 5.334334 -0.23 -0.27 -0.39
H 5.171821 0.300173 -2.997910 0.04 0.09 -0.10
H -0.880882 6.347961 1.398902 0.00 0.07 0.05
H 4.542432 4.706632 3.058638 0.05 0.07 0.06
Ir 0.008644 0.534973 -0.973810 -0.06 0.26 -0.04
C 0.295582 0.465779 -5.214899 -0.04 0.19 0.29
H -2.270556 -0.329333 3.694080 -0.03 -0.07 -0.07
H 1.489655 1.909762 5.957388 0.12 0.05 0.04
H 2.971695 -2.545754 0.385048 -0.05 -0.10 0.05
H 0.449177 -3.424474 2.397975 -0.04 0.05 0.12
C 4.799350 2.929784 1.892242 0.06 0.08 0.03
C -1.221383 3.023406 0.960613 -0.18 0.20 0.31
C 4.346898 -2.455215 -1.233338 0.02 -0.10 -0.06
H 2.353397 3.447427 -1.135541 -0.08 0.01 -0.08
H -4.171936 -2.008275 -3.413983 -0.01 0.05 -0.09
H 1.918780 0.697141 3.918635 0.06 -0.02 -0.02
H 2.179833 -0.836633 2.732469 -0.20 -0.12 -0.13
H -1.778460 2.161274 1.298206 -0.04 -0.06 0.01
H -1.376267 -2.124611 2.359863 0.13 0.23 0.01
C -0.723261 5.352284 1.012961 0.11 -0.12 -0.04
C 4.979632 -1.670808 -2.182610 -0.08 0.05 0.04
P -0.675476 -1.831570 0.026226 -0.18 -0.08 -0.12
Cl -7.088636 1.011961 -1.301100 0.04 -0.03 0.01
C 0.356428 3.836607 -0.489017 0.06 0.22 0.02
P 1.897188 0.341719 0.565750 -0.41 -0.41 -0.46
C 0.193844 5.128260 0.001769 -0.10 -0.15 0.00
H -2.995090 -3.264597 1.213726 0.02 -0.10 0.16
C 3.434127 -1.902082 -0.348533 -0.03 0.21 0.16
C -0.037088 -3.542250 0.290016 0.17 0.30 0.00
H 0.622728 -2.561432 -4.914061 0.11 0.06 -0.03
H -1.824789 -0.546007 1.663556 0.12 -0.13 0.01
C 0.834263 -6.185545 0.509753 0.04 0.07 0.04
N -0.336412 2.808455 -0.008988 0.01 -0.26 -0.43
C 2.059993 2.616037 2.131602 0.02 -0.07 -0.12
C -2.693083 1.277496 -2.426381 -0.02 -0.04 0.35
C 0.909925 0.723903 4.294032 0.52 0.21 0.37
C -0.135305 0.073086 3.610731 0.21 -0.37 -0.53
H -0.433118 -2.493804 -3.491214 -0.06 0.05 -0.02
C -3.249521 -2.968398 0.208019 0.10 0.07 -0.14
C -1.430542 0.154733 4.163499 -0.56 0.11 0.25
C -4.464409 0.773262 -0.777600 -0.69 0.10 -0.21
H 1.174680 -7.204993 0.598925 0.00 -0.11 0.00
C 1.419271 -0.863408 1.948142 1.06 0.15 -0.32
C -3.715912 1.624410 -3.344159 -0.68 0.09 -0.27
C 3.160418 -0.538658 -0.398963 0.02 0.08 0.03
C 4.181697 1.843649 1.296923 0.01 -0.09 0.07
C -0.608800 1.488283 5.990243 0.05 0.00 -0.01
C -3.917432 -2.268023 -2.396861 -0.05 -0.08 -0.05
H 3.551392 1.301256 -1.432905 0.03 0.05 -0.12
H 5.867710 3.052425 1.798940 0.09 0.00 0.00
C 0.670173 1.421454 5.456165 0.26 -0.09 -0.22
H -2.646582 0.880884 5.746785 -0.12 -0.01 0.01
C 4.055630 3.856859 2.605526 -0.01 -0.03 0.00
C -4.819120 -2.969120 -1.612593 0.00 -0.02 0.01
O -1.457968 1.300015 -2.705242 0.10 0.02 0.21
Cl -3.257075 2.121002 -4.925803 0.12 -0.02 0.12
H 1.242752 -3.051919 -3.320361 0.10 0.00 0.03
Te 1.266187 -0.351702 -3.476733 -0.29 -0.90 -0.30
H 4.570014 -3.507700 -1.167770 0.02 -0.15 -0.01
H 1.215659 -5.712862 2.561856 0.03 -0.07 0.10
Cl -4.908970 0.195319 0.773297 0.04 0.00 0.27
H 1.002474 1.130830 -5.702155 0.08 -0.02 0.03
N 0.105551 -0.644077 2.461892 -0.34 0.48 1.00
H -1.992601 -1.333678 -2.473171 0.06 0.03 -0.05
H -2.160424 4.396291 2.301896 -0.14 0.01 0.06
C -0.053013 -4.392337 -0.814846 0.00 0.09 0.00
O 1.093648 2.396542 -2.319717 -0.24 0.03 -0.08
C -2.688425 -1.908030 -1.873914 0.18 -0.05 0.03
H 1.441192 -1.843428 1.465476 0.05 0.13 0.18
C -5.056052 1.545583 -2.998412 0.63 0.17 -0.59
C -2.343652 -2.258527 -0.572039 0.08 0.09 0.05
H 4.778884 1.124427 0.758567 0.04 -0.04 -0.03
H -0.424708 -4.028096 -1.761490 -0.06 -0.02 -0.09
C -1.441025 4.273172 1.509765 0.09 -0.04 -0.06
C 2.801362 1.684661 1.401351 -0.25 -0.07 -0.11
H -5.775277 -3.264503 -2.015712 -0.11 0.01 -0.04
H 1.400533 4.435048 -2.257927 0.07 -0.04 0.10
C 0.431394 -4.035508 1.507245 -0.13 0.08 -0.17
C 3.784589 0.244888 -1.376558 0.04 -0.08 0.25

=====

No. 2
14
Properties=species:S:1:pos:R:3:forces:R:3 method="wB97M-V/def2-TZVPD" e_lumo_ev="-4.33 / -4.33" total_charge=+1 de_lowest_kcal_mol=98.8
H -2.809138 -0.607976 -0.663141 1.81 -0.62 0.74
H -1.429581 -1.874585 -0.519923 0.53 -0.54 0.90
H 0.766796 -1.015893 -0.819787 0.21 -1.12 -0.22
H 2.814042 0.067068 1.233472 -0.33 0.21 -0.18
C -1.687152 -0.868995 -0.729345 -2.60 2.94 -3.50
C 1.869406 0.568265 1.470023 0.40 -2.46 -3.90
H 1.345359 -0.013093 2.149077 -1.27 -0.37 1.42
H 1.109411 0.805715 -1.167742 -1.28 -1.73 0.89
H -1.222253 1.201327 -0.501213 0.90 -1.60 -0.33
N -0.828822 0.249079 -0.219681 -0.70 0.46 1.01
H -1.548786 -0.676708 -1.827661 -0.08 -0.94 0.68
H 1.957366 1.606022 1.437877 -0.50 1.54 0.13
C 0.603352 -0.020138 -0.533946 2.71 4.54 1.96
H -0.941513 0.327049 0.785212 0.20 -0.30 0.42

=====

No. 3
16
Properties=species:S:1:pos:R:3:forces:R:3 method="wB97M-V/def2-TZVPD" e_lumo_ev=0.78 de_lowest_kcal_mol=57.2
H -4.320959 -0.123847 1.729159 0.34 0.19 0.01
C 3.428787 -0.181733 -1.146732 -0.24 -1.21 1.97
H -2.420359 -0.440810 -1.863577 -0.02 -0.05 0.02
H -4.110422 -1.803971 1.356965 -0.04 0.11 -0.27
H -2.650847 -0.877787 1.623197 -0.12 0.26 0.33
H 2.022047 1.689620 -0.304345 -0.09 -0.09 0.19
N 3.803759 0.520918 -0.163810 0.08 0.59 -0.68
H 2.794948 1.512396 1.329618 -0.15 0.19 -0.04
H 2.391168 -0.228444 -1.489874 0.07 0.60 -0.58
H 4.030207 -1.073012 -1.289913 0.19 0.05 -0.78
N -3.601567 -0.487236 -0.209527 -0.23 0.23 -0.09
C -3.661098 -0.813928 1.204937 0.06 -0.67 -0.15
C 2.962250 1.625076 0.258853 0.08 -0.24 -0.28
H -1.663819 -1.172240 -0.302614 0.09 0.24 -0.14
H 3.511047 2.546831 0.077902 0.06 0.11 0.19
C -2.515138 -0.691828 -0.810236 -0.07 -0.32 0.29

=====

No. 4
20
Properties=species:S:1:pos:R:3:forces:R:3 method="wB97M-V/def2-TZVPD" e_lumo_ev="-3.60 / -7.00" total_charge=+1 multiplicity=3 s2=2.022 de_lowest_kcal_mol=72.3
H 0.682766 1.776519 -3.574847 0.82 0.81 0.58
S -0.060865 -0.956198 0.159611 0.72 0.06 0.25
C -0.882361 0.428049 0.739453 1.29 -0.58 -0.77
N 0.311255 1.394909 -2.729111 -0.76 -0.92 1.49
H 2.190642 -1.061825 1.428044 -0.73 -0.12 -0.74
H -0.587866 1.974015 2.241679 0.05 -0.15 -0.59
N -1.699789 -1.647308 -3.044239 -3.02 -2.10 -2.36
C -0.196186 1.101187 1.704588 -1.54 1.43 0.78
H -1.728600 0.648964 0.121325 -0.56 0.56 0.31
H -2.694855 -1.634119 -3.292126 0.78 -0.16 0.24
O 0.644296 0.230589 3.653534 -3.14 0.37 0.41
H 0.816974 -1.650619 2.313789 -0.30 -0.24 0.05
C 0.952330 0.445381 2.316170 1.22 -0.67 0.80
H 1.385822 0.024911 4.165243 1.90 -0.38 1.10
H -1.259444 -2.455247 -2.739546 0.24 -2.11 0.35
N -0.301612 0.274431 -3.041006 0.19 0.06 -2.70
H 0.481426 1.581247 -1.714995 0.07 0.31 -1.53
C 1.117864 -0.870234 1.624959 1.12 -0.89 -0.34
H 1.891109 0.991081 2.426474 0.04 0.61 -1.38
C -1.062906 -0.595734 -2.759000 1.62 4.10 4.08

=====

No. 5
69
Properties=species:S:1:pos:R:3:forces:R:3 method="wB97M-V/def2-TZVPD" e_lumo_ev=2.46 total_charge=-1 de_lowest_kcal_mol=318.3
O 3.895543 2.376798 -0.056540 -0.29 -1.03 1.30
O 0.781063 2.700088 -0.480530 -2.06 -2.43 3.30
H -0.693737 -5.157222 -1.993230 -0.13 0.10 -0.77
H -2.966267 0.100648 -0.338660 -4.12 0.89 2.28
H -2.388397 -4.896932 -3.992030 0.33 0.71 -0.45
H 3.566503 0.546378 -1.032390 0.69 -0.66 0.38
H -3.203237 -5.882542 -3.224920 -0.48 -0.19 1.10
C 3.170553 1.559938 -0.968980 3.86 -0.97 1.84
H -1.554567 1.816368 0.643720 3.65 -0.29 -1.39
C 0.539553 1.421928 0.101630 -1.58 1.35 0.14
C -0.492537 -1.984392 0.452940 -0.65 -1.31 -0.20
N -3.136547 -4.878672 -3.313780 -0.01 -0.03 -1.60
C 4.915113 2.260198 2.086340 -1.87 0.72 -0.15
H 1.473663 2.140888 -1.314350 -2.18 3.33 0.77
H -1.946657 -3.766512 0.431480 0.34 0.90 0.16
H 3.888783 0.723148 1.233520 -0.24 -0.52 -0.69
C -1.969897 -0.565612 -1.710900 1.44 -0.49 -1.99
C -2.691067 -4.132952 -2.136950 0.67 -1.56 -0.62
H -0.898777 2.791158 -1.103990 1.03 0.14 0.19
H 0.973743 1.438578 1.101280 0.03 -1.58 0.38
H 5.582493 3.959078 2.820140 0.18 0.30 0.63
H -3.402627 -0.999642 0.762850 -0.74 0.45 0.72
H -1.424047 -3.221242 1.974480 0.13 0.14 0.26
C -3.073427 1.097098 1.538720 -2.04 1.08 1.02
H -1.243677 0.841078 -0.809790 1.11 1.85 1.02
C -1.608527 -4.971582 -1.430380 1.19 0.40 0.38
H 4.682663 4.241088 1.591010 -0.59 -0.11 -0.54
H 0.978523 -2.879272 -0.403520 0.21 -0.01 0.11
H -2.950917 -2.330362 -3.392830 -0.55 -0.10 0.07
H -2.212477 0.045198 -0.841320 2.00 -1.88 -3.24
H -2.551517 -2.272472 1.025250 0.27 -0.26 0.23
H -0.382917 -1.055212 1.012150 0.23 -1.14 0.30
O -4.126287 1.885818 2.109800 -1.39 -0.39 0.39
N 4.703053 3.664668 2.420120 0.83 0.90 -0.01
H -3.548797 -4.205522 -1.468270 -0.07 1.15 0.11
H -0.779477 -1.750782 -0.572340 1.08 -0.05 0.89
H 0.964313 1.984128 -2.731350 -0.95 0.39 -0.57
H -1.060987 0.097118 0.739170 -0.38 1.19 -0.03
O 1.761613 1.935888 -2.203890 -3.41 -1.63 -11.79
H -0.884527 -0.506862 -1.792300 0.30 0.07 -0.47
H -3.719427 2.684748 2.452940 0.00 -0.01 -0.04
H 1.648713 3.400098 2.535050 0.23 0.24 0.44
H -2.505047 1.857988 1.003860 -2.61 -0.63 1.37
H 5.698933 1.879868 4.064780 -0.37 1.01 0.44
H -1.202167 -4.515222 -0.527760 -0.08 -0.36 -0.53
H -1.879847 3.687438 -1.829310 -0.50 0.22 -0.28
O 1.411433 3.546148 1.619300 -0.06 1.34 1.64
C 4.851993 1.590068 3.442840 1.53 -1.32 -0.25
H 5.125963 0.535118 3.431990 -0.68 -0.52 -0.55
H -2.512357 0.716998 2.392420 0.50 -0.34 -0.32
H -2.358187 -0.076572 -2.604300 -0.59 -0.30 -0.27
O -2.301637 -1.896592 -1.490230 -1.36 0.05 -1.07
H 5.763613 2.139348 1.412880 0.62 -0.49 0.56
H 1.313933 2.666988 1.253500 -0.06 1.06 -0.46
C -3.594307 0.052238 0.550910 -0.17 0.63 1.04
O 0.726933 -2.686132 0.502570 0.77 -0.48 -0.16
H 2.124403 1.426708 -0.693470 4.09 -0.60 1.83
H -4.641837 0.265868 0.338480 0.06 -0.18 -0.12
H 2.819643 1.979228 1.779900 0.18 0.24 -0.49
H 0.990083 0.639198 -0.508670 -0.07 -0.79 0.35
C 3.741673 1.803148 1.225860 1.77 -0.21 0.71
H 3.222283 1.949478 -1.985680 2.02 0.28 1.40
H 3.865213 1.727048 3.885110 0.31 0.15 0.18
H -1.963307 -5.960362 -1.139640 -0.39 0.03 -0.06
H -1.330767 -2.760262 -3.184920 0.77 0.05 0.51
O -1.152017 3.708368 -1.207980 -1.80 1.06 -0.65
C -0.921587 1.041008 0.212160 1.90 1.44 -0.78
C -1.640197 -2.867572 0.966360 -0.45 0.48 1.43
C -2.267427 -2.703862 -2.630310 -1.35 -1.52 0.68

=====

No. 6
23
Properties=species:S:1:pos:R:3:forces:R:3 method="wB97M-V/def2-TZVPD" e_lumo_ev="2.22 / 2.43" total_charge=-1 multiplicity=7 s2=12.726 de_lowest_kcal_mol=2.2
C 1.717916 -0.165905 2.574785 0.52 -0.50 -0.04
H 1.416511 0.337849 3.494152 -0.07 -0.11 -0.43
Cl 2.200729 3.352768 1.175497 0.08 0.06 -0.02
C 3.071084 -0.959701 0.879969 -0.59 -0.66 0.91
C -2.165091 -0.516771 -2.290456 -0.52 0.68 0.34
C 1.771382 -1.528769 0.698082 0.07 -0.01 1.25
H -3.836421 0.694767 0.350138 0.06 0.03 -0.04
C -2.090145 0.891256 -2.506100 -0.21 -0.49 0.60
Tb 1.563341 1.040378 0.390182 -1.01 1.25 -1.74
H -1.752000 -1.290918 -2.928973 -0.04 0.11 0.01
C -2.730959 1.540215 -1.411910 0.12 -0.66 -0.15
C -3.245297 0.532763 -0.545646 0.47 -0.31 -0.37
H 3.944406 -1.241975 0.312067 -0.03 0.25 -0.14
H 3.870874 0.332767 2.591225 -0.20 0.02 -0.63
H -0.094348 -1.316238 1.962008 0.14 0.33 -0.43
H -2.840572 2.612434 -1.279435 -0.05 -0.10 -0.05
C -2.896131 -0.739558 -1.089198 0.23 0.79 -0.24
Br 1.440228 0.202861 -2.121646 0.33 0.22 -0.09
C 0.916154 -0.988669 1.723776 0.99 -1.03 0.44
H -3.174160 -1.703909 -0.675951 0.06 0.06 -0.01
C 3.045708 -0.135195 2.051061 -0.48 -0.74 0.53
H 1.501883 -2.336867 0.005729 0.07 0.90 0.10
H -1.635091 1.386417 -3.359357 0.05 -0.08 0.17